Entry 1:
The following is a quantum chemistry calculation of a structure of composition C4H13N2O at a distorted geometry, from OMol25.

Summary:
Strongest force on any atom = 8.2 eV/Å
HOMO level (spin up / spin down) = -8.909 / -14.429 eV
⟨S²⟩ = 2.007
Net charge = +1
Spin multiplicity = 3

Structure (XYZ):
```
20
Properties=species:S:1:pos:R:3:forces:R:3
C -1.423 1.058 -0.150 -3.07 -1.94 1.38
C -1.602 -1.345 -0.225 1.70 -2.48 -0.07
C 1.988 1.053 -0.935 -1.24 1.80 -1.69
C 0.894 -0.115 0.758 5.50 -0.15 1.37
N 0.834 -1.267 1.489 0.06 0.54 0.11
N -0.680 -0.215 -0.222 -8.16 0.43 -1.01
O 1.874 -0.084 -0.188 -0.43 -2.00 1.19
H -2.401 0.907 0.514 2.17 0.46 -1.64
H -0.840 1.776 0.253 1.87 2.28 1.91
H -1.614 1.509 -1.101 -0.66 -0.47 -1.03
H -2.041 -1.658 0.720 0.41 0.40 0.30
H -2.427 -1.208 -0.885 -0.65 0.37 -0.86
H -0.910 -2.143 -0.615 -1.36 0.12 0.49
H 3.018 1.018 -1.237 0.26 0.47 -0.80
H 1.823 2.010 -0.356 0.06 -0.95 -0.43
H 1.240 1.018 -1.850 1.54 0.32 1.45
H 0.601 0.797 1.125 -0.52 2.03 1.55
H 0.227 -1.219 2.285 -0.48 -0.28 0.28
H 1.749 -1.612 1.720 0.53 -0.93 0.17
H -0.311 -0.280 -1.099 2.48 -0.03 -2.67
```
Forces are in eV/Å.


Entry 2:
The following is a quantum chemistry calculation of a cluster of 3 separate species, C2H12NO3 in total at a distorted geometry, from OMol25.

Summary:
Strongest force on any atom = 3.0 eV/Å
HOMO level = -14.550 eV
Net charge = +1
Spin multiplicity = 1

Structure (XYZ):
```
18
Properties=species:S:1:pos:R:3:forces:R:3
C -0.553 -1.283 1.312 0.44 -0.62 0.69
O -0.224 -0.310 2.337 -0.09 -1.36 0.17
C -0.937 -0.453 0.112 -1.55 0.92 -0.13
N 0.170 0.536 -0.162 -0.45 0.12 -0.13
H -1.390 -1.943 1.639 0.39 0.62 -0.37
H 0.316 -1.981 1.093 -0.76 0.95 0.16
H -0.157 -0.798 3.186 0.02 0.64 -0.68
H -1.125 -1.062 -0.783 0.25 0.22 0.27
H -1.890 0.157 0.322 1.52 -0.92 -0.23
H 0.984 0.033 -0.550 0.20 -0.01 0.22
H 0.395 0.986 0.732 0.19 -0.22 -0.09
H -0.105 1.288 -0.830 -0.21 -0.36 0.13
H -0.827 3.488 -1.858 -0.02 -1.95 0.21
H -1.464 2.399 -2.747 1.03 -0.18 1.67
O -0.928 2.483 -1.895 -0.98 2.14 -1.85
H 2.971 -1.505 -0.632 -0.60 0.21 -0.23
H 2.236 -1.604 -1.985 -0.15 0.31 0.78
O 2.127 -1.272 -1.067 0.77 -0.53 -0.59
```
Forces are in eV/Å.


Entry 3:
The following is a quantum chemistry calculation of a structure of composition C33H71IN4O8Si2 at a distorted geometry, from OMol25.

Summary:
Strongest force on any atom = 6.6 eV/Å
HOMO level = -8.731 eV
Spin multiplicity = 1

Structure (XYZ):
```
119
Properties=species:S:1:pos:R:3:forces:R:3
C -6.688 -1.952 2.652 0.05 0.11 -0.07
C -7.825 -0.921 3.159 0.60 0.16 0.74
C -7.136 0.190 4.129 -0.51 0.44 -0.18
C -7.168 1.689 3.496 0.32 -1.26 -0.58
C -6.295 1.749 2.125 0.38 -0.17 1.07
C -4.707 1.554 2.490 -1.21 0.76 -0.72
C -3.959 2.902 2.008 0.86 -0.48 1.02
C -2.339 2.778 2.013 -0.68 -0.53 -0.93
C -1.937 1.550 1.034 0.17 0.72 0.15
C -0.435 1.628 0.465 -0.25 -0.22 0.23
C 0.023 0.314 -0.367 0.40 0.60 0.52
C -0.159 -1.065 0.465 1.27 -0.27 -0.25
C -0.933 -2.228 -0.335 0.34 -0.15 0.72
Si -2.788 -1.786 -0.727 2.36 -1.28 -0.96
O -2.902 -1.501 -2.439 -3.25 0.88 1.62
Si -4.482 -0.924 -2.911 2.88 0.77 -2.02
C -4.117 0.445 -4.243 -0.85 0.28 0.65
C -3.269 -0.189 -5.463 -0.04 0.22 0.61
C -4.120 -0.362 -6.827 0.57 1.51 0.38
I -3.528 -2.269 -7.718 -0.47 0.81 0.15
O -5.362 -0.119 -1.654 -2.24 -3.26 1.24
C -6.395 -0.884 -1.080 -3.47 0.09 -0.28
N -7.471 -1.366 -0.775 6.04 2.48 -1.28
N -5.287 -2.241 -3.770 -1.31 0.01 1.52
C -6.446 -1.851 -4.595 -1.53 -1.51 -4.62
C -7.666 -0.904 -4.175 0.25 0.04 -0.82
O -6.504 -2.355 -5.767 0.41 1.92 5.11
C -5.468 -3.490 -3.015 -2.65 -3.33 2.72
C -4.267 -4.579 -2.950 0.02 1.30 -1.79
O -6.536 -3.824 -2.399 4.07 2.10 -3.14
H -6.015 -2.306 3.526 -1.28 0.60 -1.25
H -7.136 -2.885 2.155 0.66 1.47 0.62
H -5.973 -1.435 1.905 -1.22 -0.79 1.08
H -8.617 -1.478 3.778 1.15 0.71 -1.08
H -8.359 -0.375 2.295 0.88 -1.07 1.19
H -7.688 0.274 5.141 0.86 -0.36 -1.58
H -6.065 -0.159 4.342 -1.47 0.70 -0.23
H -8.261 1.935 3.261 1.51 -0.16 0.49
H -6.744 2.385 4.300 -0.63 -0.65 -1.33
H -6.453 2.748 1.578 0.20 -1.49 0.86
H -6.590 0.899 1.417 0.11 1.23 1.00
H -4.632 1.390 3.626 0.20 0.28 -1.74
H -4.369 0.608 1.936 -0.12 1.48 0.88
H -4.320 3.171 0.949 0.58 -0.32 1.61
H -4.231 3.741 2.761 0.17 -1.25 -1.42
H -1.949 2.522 3.058 -0.54 0.68 -1.39
H -1.915 3.783 1.624 -0.45 -1.69 0.75
H -2.672 1.571 0.156 1.00 -0.14 1.08
H -2.127 0.589 1.626 0.39 1.29 -0.96
H -0.366 2.545 -0.218 -0.02 -1.23 0.93
H 0.305 1.811 1.341 -1.19 -0.40 -1.41
H 1.153 0.462 -0.577 -1.85 -0.29 0.21
H -0.491 0.292 -1.400 0.54 -0.11 1.64
H 0.919 -1.459 0.651 -1.79 0.60 -0.18
H -0.592 -0.900 1.529 0.47 -0.19 -1.96
H -0.920 -3.163 0.357 -0.15 1.43 -1.22
H -0.375 -2.535 -1.298 -0.83 0.63 1.46
H -3.215 -0.669 0.108 -0.31 0.14 -0.08
H -3.534 -3.039 -0.457 -0.37 0.29 0.05
H -3.568 1.290 -3.679 -0.69 -1.26 -1.02
H -5.134 0.903 -4.564 1.66 -0.66 0.27
H -2.371 0.526 -5.637 -1.42 -1.51 0.10
H -2.891 -1.221 -5.093 -0.39 1.82 -0.88
H -5.254 -0.258 -6.688 1.78 -0.66 -0.16
H -3.797 0.469 -7.562 -0.55 -1.53 1.10
H -8.431 -1.563 -3.630 1.29 1.12 -0.45
H -8.153 -0.543 -5.164 0.95 -0.82 1.64
H -7.368 0.045 -3.608 -0.40 -1.62 -0.39
H -3.453 -4.174 -3.669 -1.01 -0.82 1.50
H -3.891 -4.744 -1.885 -0.69 0.26 -1.61
H -4.667 -5.546 -3.440 0.48 1.59 1.08
C 2.918 3.996 1.321 0.01 -0.34 -0.04
O 2.818 3.294 0.092 -0.14 0.48 0.11
C 2.603 4.140 -1.039 0.22 -0.38 -0.44
C 3.864 4.243 -1.903 -0.11 0.14 0.50
N 4.914 5.007 -1.231 0.04 -0.21 -0.11
C 6.244 4.870 -1.832 -0.05 -0.08 0.17
C 6.854 3.460 -1.947 0.22 0.28 0.09
O 7.220 2.873 -0.702 -0.19 -0.03 -0.35
C 6.144 2.310 0.031 0.36 0.02 0.23
H 2.828 3.270 2.132 -0.01 -0.01 -0.13
H 3.891 4.484 1.418 -0.03 0.19 0.09
H 2.120 4.735 1.427 0.04 0.04 -0.01
H 2.231 5.129 -0.749 0.17 -0.03 0.12
H 1.821 3.660 -1.636 0.03 0.03 0.00
H 3.614 4.729 -2.852 0.02 -0.01 0.05
H 4.189 3.220 -2.122 -0.15 -0.08 -0.12
H 4.976 4.708 -0.266 -0.06 0.03 -0.10
H 6.922 5.477 -1.225 0.03 -0.07 -0.10
H 6.220 5.325 -2.830 -0.01 -0.10 0.01
H 7.787 3.559 -2.509 0.01 0.02 0.07
H 6.229 2.775 -2.529 -0.15 -0.02 0.12
H 5.391 1.855 -0.616 -0.05 0.12 0.00
H 5.698 3.069 0.677 -0.28 -0.09 -0.02
H 6.548 1.533 0.684 0.05 0.00 -0.13
C 8.605 -0.201 1.739 -0.25 0.04 0.12
O 7.440 -0.971 1.488 0.41 0.04 -0.26
C 7.628 -2.004 0.518 -0.46 -0.38 0.15
C 7.658 -3.386 1.178 0.31 0.44 0.04
N 8.875 -3.577 1.966 -0.23 -0.06 0.09
C 8.830 -4.719 2.884 0.00 0.19 0.06
C 7.714 -4.762 3.945 0.34 -0.11 0.08
O 7.839 -3.783 4.972 -0.22 -0.14 -0.29
C 7.399 -2.483 4.613 0.19 -0.06 0.33
H 8.306 0.696 2.286 -0.05 -0.10 -0.06
H 9.315 -0.750 2.363 0.19 0.04 -0.06
H 9.091 0.107 0.809 0.02 -0.03 0.02
H 8.515 -1.831 -0.100 0.06 0.03 0.20
H 6.757 -1.963 -0.144 0.05 -0.02 0.01
H 7.605 -4.158 0.402 0.02 0.03 0.04
H 6.760 -3.467 1.799 -0.16 0.00 -0.13
H 9.051 -2.744 2.513 -0.03 -0.05 -0.11
H 9.790 -4.731 3.410 -0.09 -0.08 0.01
H 8.785 -5.639 2.289 -0.09 0.04 0.04
H 7.791 -5.728 4.452 0.06 0.05 0.03
H 6.711 -4.737 3.506 0.00 0.18 -0.07
H 6.535 -2.505 3.944 0.10 0.00 -0.10
H 8.222 -1.921 4.167 -0.16 0.15 -0.18
H 7.112 -1.958 5.526 0.00 -0.14 0.01
```
Forces are in eV/Å.


Entry 4:
The following is a quantum chemistry calculation of the molecule CH2Cl3N at a distorted geometry, from OMol25.

Summary:
Strongest force on any atom = 4.1 eV/Å
HOMO level (spin up / spin down) = -6.527 / -10.518 eV
⟨S²⟩ = 2.006
Spin multiplicity = 3

Structure (XYZ):
```
7
Properties=species:S:1:pos:R:3:forces:R:3
C 0.407 -0.170 0.238 -0.04 -2.04 1.62
N -0.939 -0.143 0.128 -3.90 0.08 -1.39
Cl 1.104 1.556 -0.881 1.29 2.69 -2.05
Cl 1.240 0.005 1.809 -0.75 -0.38 -0.35
Cl 0.978 -1.409 -0.786 1.16 -0.52 -0.41
H -1.352 -0.599 -0.773 1.32 1.01 2.46
H -1.439 0.761 0.265 0.92 -0.84 0.12
```
Forces are in eV/Å.


Entry 5:
The following is a quantum chemistry calculation of the ion C26H24N3S with charge +1 at a distorted geometry, from OMol25.

Summary:
Strongest force on any atom = 2.4 eV/Å
HOMO level = -10.381 eV
Net charge = +1
Spin multiplicity = 1

Structure (XYZ):
```
54
Properties=species:S:1:pos:R:3:forces:R:3
C -0.534 5.338 1.925 -0.58 0.29 0.36
N -0.238 3.955 2.191 -0.60 -1.13 0.51
C -1.112 2.914 2.475 2.24 -0.85 -0.02
C -0.422 1.669 2.499 -0.41 1.85 0.51
C -1.198 0.339 2.670 -0.29 1.01 0.55
C -0.279 -0.767 3.128 0.94 -0.92 -0.04
C 0.751 -1.182 2.253 -0.25 -0.21 0.38
C 1.639 -2.203 2.607 -0.66 0.42 0.26
C 1.561 -2.797 3.869 0.09 -0.40 -0.36
C 2.465 -3.962 4.210 0.07 0.18 0.05
C 0.622 -2.330 4.779 -0.22 0.15 -0.06
C -0.288 -1.327 4.434 -0.16 0.43 -0.88
C 1.022 2.087 2.519 0.55 -0.10 -0.14
C 2.312 1.569 2.835 -0.06 0.00 -0.72
C 3.477 2.298 2.531 0.12 -0.59 0.28
C 3.453 3.615 2.089 -2.04 0.52 -0.18
C 2.187 4.242 1.970 2.19 -0.91 0.13
C 1.065 3.476 2.222 -1.43 -0.20 -0.33
H 0.399 5.801 1.636 -0.19 0.26 -0.17
H -1.272 5.470 1.124 0.19 -0.13 0.14
H -0.891 5.848 2.826 -0.02 -0.06 -0.14
H -2.123 3.097 2.781 -0.22 0.15 -0.24
H -1.972 0.529 3.417 0.32 -0.10 0.41
H 0.876 -0.657 1.308 -0.12 -0.24 -0.01
H 2.385 -2.563 1.916 0.09 0.14 -0.17
H 2.245 -4.348 5.206 0.01 0.00 -0.05
H 2.368 -4.788 3.496 -0.10 0.21 0.07
H 3.514 -3.655 4.196 -0.06 -0.01 0.01
H 0.598 -2.805 5.758 -0.15 0.30 -0.09
H -0.982 -0.948 5.183 -0.02 -0.17 -0.19
H 2.426 0.611 3.313 -0.03 -0.32 -0.26
H 4.472 1.839 2.610 -0.66 -0.03 0.37
H 4.356 4.163 1.863 0.00 -0.07 0.02
H 2.156 5.272 1.675 -0.12 0.21 0.02
C -6.231 1.874 -2.379 0.65 -0.49 0.56
C -5.611 0.821 -1.667 -0.05 0.91 -0.30
C -4.508 1.161 -0.881 -0.15 -0.82 0.21
C -4.017 2.452 -0.772 0.30 -0.65 0.12
C -4.644 3.471 -1.438 -0.02 0.72 -0.27
C -5.741 3.176 -2.251 -0.21 0.07 -0.17
S -2.569 2.504 0.283 -0.63 0.71 -0.65
C -2.783 0.860 0.682 0.04 -1.49 -0.14
N -2.154 -0.027 1.474 0.10 0.22 -0.39
C -2.817 -1.389 1.244 0.77 0.11 0.25
C -3.908 -1.126 0.209 -0.56 0.05 -0.47
N -3.767 0.299 -0.057 0.12 0.09 0.36
H -7.086 1.670 -3.026 0.30 0.05 0.26
H -5.978 -0.196 -1.746 0.09 0.09 0.08
H -4.263 4.483 -1.316 -0.23 -0.06 -0.24
H -6.233 3.971 -2.814 0.21 -0.15 0.27
H -2.086 -2.052 0.769 0.08 0.11 0.60
H -3.244 -1.871 2.146 0.60 0.59 -0.22
H -3.698 -1.686 -0.717 -0.30 0.14 0.33
H -4.926 -1.356 0.573 0.46 0.10 -0.21
```
Forces are in eV/Å.


Entry 6:
The following is a quantum chemistry calculation of the molecule C6H4O, from OMol25.

Summary:
Strongest force on any atom = 0.7 eV/Å
HOMO level = -10.186 eV
Spin multiplicity = 1
SMILES = C#CC(=O)C#CC

Structure (XYZ):
```
11
Properties=species:S:1:pos:R:3:forces:R:3
C 3.073 -0.930 0.682 -0.37 0.33 0.05
C 2.173 -0.147 0.852 0.49 -0.34 -0.03
C 1.034 0.735 1.083 -0.09 0.14 0.33
O 0.892 1.368 2.107 0.25 -0.15 -0.42
C 0.016 0.695 0.053 -0.60 -0.23 -0.16
C -0.996 0.413 -0.542 0.44 0.04 0.34
C -2.266 -0.031 -1.098 -0.07 -0.03 -0.01
H 3.869 -1.627 0.536 -0.11 0.14 0.02
H -2.486 0.407 -2.074 0.10 0.00 0.10
H -3.065 0.238 -0.401 0.03 -0.04 -0.17
H -2.243 -1.121 -1.200 -0.07 0.16 -0.05
```
Forces are in eV/Å.


What is the formula in the sixth record?
C6H4O


What did the fifth record say?
The following is a quantum chemistry calculation of the ion C26H24N3S with charge +1 at a distorted geometry, from OMol25.

Summary:
Strongest force on any atom = 2.4 eV/Å
HOMO level = -10.381 eV
Net charge = +1
Spin multiplicity = 1

Structure (XYZ):
```
54
Properties=species:S:1:pos:R:3:forces:R:3
C -0.534 5.338 1.925 -0.58 0.29 0.36
N -0.238 3.955 2.191 -0.60 -1.13 0.51
C -1.112 2.914 2.475 2.24 -0.85 -0.02
C -0.422 1.669 2.499 -0.41 1.85 0.51
C -1.198 0.339 2.670 -0.29 1.01 0.55
C -0.279 -0.767 3.128 0.94 -0.92 -0.04
C 0.751 -1.182 2.253 -0.25 -0.21 0.38
C 1.639 -2.203 2.607 -0.66 0.42 0.26
C 1.561 -2.797 3.869 0.09 -0.40 -0.36
C 2.465 -3.962 4.210 0.07 0.18 0.05
C 0.622 -2.330 4.779 -0.22 0.15 -0.06
C -0.288 -1.327 4.434 -0.16 0.43 -0.88
C 1.022 2.087 2.519 0.55 -0.10 -0.14
C 2.312 1.569 2.835 -0.06 0.00 -0.72
C 3.477 2.298 2.531 0.12 -0.59 0.28
C 3.453 3.615 2.089 -2.04 0.52 -0.18
C 2.187 4.242 1.970 2.19 -0.91 0.13
C 1.065 3.476 2.222 -1.43 -0.20 -0.33
H 0.399 5.801 1.636 -0.19 0.26 -0.17
H -1.272 5.470 1.124 0.19 -0.13 0.14
H -0.891 5.848 2.826 -0.02 -0.06 -0.14
H -2.123 3.097 2.781 -0.22 0.15 -0.24
H -1.972 0.529 3.417 0.32 -0.10 0.41
H 0.876 -0.657 1.308 -0.12 -0.24 -0.01
H 2.385 -2.563 1.916 0.09 0.14 -0.17
H 2.245 -4.348 5.206 0.01 0.00 -0.05
H 2.368 -4.788 3.496 -0.10 0.21 0.07
H 3.514 -3.655 4.196 -0.06 -0.01 0.01
H 0.598 -2.805 5.758 -0.15 0.30 -0.09
H -0.982 -0.948 5.183 -0.02 -0.17 -0.19
H 2.426 0.611 3.313 -0.03 -0.32 -0.26
H 4.472 1.839 2.610 -0.66 -0.03 0.37
H 4.356 4.163 1.863 0.00 -0.07 0.02
H 2.156 5.272 1.675 -0.12 0.21 0.02
C -6.231 1.874 -2.379 0.65 -0.49 0.56
C -5.611 0.821 -1.667 -0.05 0.91 -0.30
C -4.508 1.161 -0.881 -0.15 -0.82 0.21
C -4.017 2.452 -0.772 0.30 -0.65 0.12
C -4.644 3.471 -1.438 -0.02 0.72 -0.27
C -5.741 3.176 -2.251 -0.21 0.07 -0.17
S -2.569 2.504 0.283 -0.63 0.71 -0.65
C -2.783 0.860 0.682 0.04 -1.49 -0.14
N -2.154 -0.027 1.474 0.10 0.22 -0.39
C -2.817 -1.389 1.244 0.77 0.11 0.25
C -3.908 -1.126 0.209 -0.56 0.05 -0.47
N -3.767 0.299 -0.057 0.12 0.09 0.36
H -7.086 1.670 -3.026 0.30 0.05 0.26
H -5.978 -0.196 -1.746 0.09 0.09 0.08
H -4.263 4.483 -1.316 -0.23 -0.06 -0.24
H -6.233 3.971 -2.814 0.21 -0.15 0.27
H -2.086 -2.052 0.769 0.08 0.11 0.60
H -3.244 -1.871 2.146 0.60 0.59 -0.22
H -3.698 -1.686 -0.717 -0.30 0.14 0.33
H -4.926 -1.356 0.573 0.46 0.10 -0.21
```
Forces are in eV/Å.


Look up the strongest force on any atom of the third one.
6.6 eV/Å